No. 1
A structure of composition C40H48GeN4O6PRhS2 in a non-equilibrium geometry. Source: the Open Molecules 2025 dataset; level of theory: ωB97M-V/def2-TZVPD.

The expectation value of S² is 0.76. The calculation puts the LUMO energy (alpha / beta) at -2.249 / -4.315 eV. For the relative energy (zero: lowest compared OMol25 entry of this formula, charge and spin), the calculation gives 97.4 kJ/mol. Its HOMO energy (alpha / beta) is -0.36592 / -0.37214 hartree. Its net charge is +1. As for the spin multiplicity: 2.

Each line ends with the Mulliken charge.
Atoms and positions in Å:
Rh -0.307 -0.387 -0.137  -2.41
C -3.415 4.813 4.869  -1.05
O -2.454 4.223 4.002  -0.26
C -1.154 4.568 4.191  0.48
C -0.702 5.445 5.163  -0.55
C 0.656 5.736 5.255  -0.79
C 1.556 5.167 4.375  -1.02
C 1.100 4.302 3.385  -0.08
C -0.245 3.984 3.297  0.01
N -0.797 3.160 2.288  0.40
C -0.281 2.017 1.762  -0.84
N 0.783 1.516 2.394  0.54
C 1.447 0.297 2.193  -0.64
C 1.186 -0.593 1.183  1.68
C 1.973 -1.749 1.083  -0.12
C 3.001 -1.986 1.968  -1.47
C 3.264 -1.087 3.000  -0.25
C 2.486 0.044 3.107  0.82
O 2.640 1.006 4.059  -0.31
C 3.447 0.694 5.189  -1.12
N -0.784 1.489 0.653  1.90
C -2.077 2.032 0.311  -0.36
C -2.208 2.877 -0.777  -0.67
C -3.445 3.371 -1.163  -0.80
C -4.573 3.003 -0.448  -1.25
C -4.464 2.180 0.666  -0.62
C -3.214 1.711 1.064  0.88
O -3.004 0.967 2.169  0.18
C -4.130 0.532 2.914  -1.16
H -4.381 4.429 4.556  0.22
H -3.411 5.900 4.776  0.42
H -3.229 4.530 5.906  0.42
H -1.396 5.905 5.851  0.44
H 0.999 6.425 6.016  0.40
H 2.610 5.401 4.438  0.44
H 1.797 3.899 2.659  0.59
H -1.729 3.401 1.990  0.30
H 1.079 1.998 3.231  0.39
H 1.763 -2.463 0.298  0.43
H 3.612 -2.874 1.863  0.46
H 4.075 -1.267 3.691  0.54
H 4.505 0.706 4.925  0.36
H 3.179 -0.282 5.595  0.43
H 3.248 1.466 5.926  0.25
H -1.309 3.140 -1.317  0.29
H -3.525 4.040 -2.010  0.53
H -5.549 3.368 -0.742  0.40
H -5.347 1.930 1.235  0.54
H -3.742 -0.130 3.682  0.22
H -4.828 -0.019 2.280  0.35
H -4.641 1.375 3.383  0.37
C -2.167 -5.920 1.634  -1.21
C -1.802 -5.235 0.345  -0.21
O -2.652 -4.047 0.167  -0.20
P -2.086 -2.591 0.173  0.99
S -1.338 -1.483 1.617  -0.60
S -0.619 -2.421 -1.203  -0.74
O -3.391 -1.750 -0.208  -0.06
C -4.212 -2.005 -1.378  -0.10
C -5.196 -3.143 -1.200  -1.29
H -1.589 -6.840 1.729  0.41
H -3.227 -6.173 1.652  0.30
H -1.946 -5.285 2.493  0.29
H -1.994 -5.858 -0.524  0.34
H -0.755 -4.935 0.319  0.31
H -3.545 -2.159 -2.230  0.18
H -4.736 -1.064 -1.524  0.31
H -4.747 -4.115 -1.388  0.27
H -6.030 -3.008 -1.890  0.42
H -5.592 -3.142 -0.183  0.29
Ge 1.730 0.174 -1.491  1.75
C 1.406 1.402 -2.964  -0.23
C 1.573 0.972 -4.278  -0.52
C 1.489 1.875 -5.335  -0.75
C 1.237 3.216 -5.084  -0.50
C 1.059 3.656 -3.777  -0.58
C 1.134 2.752 -2.728  0.28
C 3.248 0.905 -0.523  0.33
C 3.140 2.062 0.252  0.61
C 4.247 2.600 0.891  -0.86
C 5.486 1.983 0.765  -0.73
C 5.610 0.834 -0.001  -0.75
C 4.495 0.295 -0.636  -0.37
H 2.258 -1.130 -2.138  -0.29
H 1.790 -0.071 -4.484  0.43
H 1.631 1.531 -6.352  0.43
H 1.185 3.920 -5.905  0.41
H 0.865 4.703 -3.579  0.44
H 0.986 3.106 -1.712  0.00
H 2.178 2.555 0.358  0.08
H 4.149 3.503 1.483  0.46
H 6.353 2.400 1.262  0.43
H 6.576 0.355 -0.108  0.42
H 4.605 -0.609 -1.226  0.38
C -2.006 1.636 -4.020  -1.47
C -1.611 0.453 -3.185  0.19
N -1.461 -0.705 -3.845  -0.06
O -1.466 0.546 -1.958  0.56
H -1.637 1.542 -5.041  0.55
H -1.605 2.543 -3.580  0.14
H -3.096 1.708 -4.037  0.36
H -1.563 -0.743 -4.842  0.27
H -1.219 -1.541 -3.337  0.01

No. 2
A cluster of 35 separate species, H70O35 in total in a non-equilibrium geometry. Source: the Open Molecules 2025 dataset; level of theory: ωB97M-V/def2-TZVPD.

The calculation puts the LUMO energy at 0.124 eV. For the relative energy (zero: lowest compared OMol25 entry of this formula, charge and spin), the calculation gives 73.2 kJ/mol. Its HOMO energy is -0.38789 hartree. Its net charge is 0.

Each line ends with the Mulliken charge.
Atoms and positions in Å:
O 17.218 8.131 12.809  -0.54
H 16.755 7.541 12.186  0.23
H 18.088 8.258 12.440  0.29
O 6.657 9.943 9.184  -0.67
H 5.973 9.267 9.293  0.31
H 7.475 9.361 9.243  0.32
O 12.274 6.726 14.342  -0.60
H 13.022 6.276 13.928  0.37
H 12.657 7.246 15.055  0.21
O 9.521 11.958 9.725  -0.44
H 10.281 12.524 10.012  0.44
H 9.591 11.178 10.348  0.16
O 11.521 8.285 6.208  -0.70
H 12.377 7.877 6.066  0.30
H 11.598 9.205 5.903  0.38
O 11.780 12.986 14.469  -0.65
H 12.508 13.405 13.964  0.39
H 10.974 13.178 13.939  0.32
O 6.504 10.961 12.357  -0.67
H 6.883 10.539 11.534  0.30
H 6.160 11.781 12.062  0.31
O 13.249 12.463 8.361  -0.52
H 12.690 11.946 9.007  0.02
H 12.515 12.802 7.807  0.38
O 16.663 9.321 8.797  -0.74
H 16.834 10.146 9.261  0.27
H 15.727 9.493 8.466  0.52
O 11.446 13.472 10.465  -0.57
H 12.368 13.302 10.187  0.25
H 11.132 14.275 10.013  0.27
O 11.933 10.239 13.835  -0.71
H 11.753 11.148 14.117  0.36
H 11.153 9.721 14.042  0.25
O 9.293 13.178 13.297  -0.67
H 8.758 12.564 13.809  0.36
H 8.653 13.707 12.789  0.24
O 7.822 11.218 14.577  -0.74
H 7.302 11.876 15.045  0.26
H 7.195 10.958 13.806  0.45
O 7.689 13.949 10.731  -0.67
H 8.070 13.107 10.407  0.33
H 7.479 14.444 9.959  0.26
O 9.357 11.263 7.144  -0.66
H 8.851 10.516 6.937  0.26
H 9.355 11.358 8.120  0.35
O 14.164 9.292 7.720  -0.76
H 13.715 10.134 7.788  0.31
H 13.631 8.666 8.252  0.48
O 11.013 13.333 6.724  -0.54
H 10.133 12.918 6.634  0.32
H 11.193 13.847 5.953  0.21
O 14.328 12.050 17.067  -0.65
H 15.168 12.500 16.928  0.30
H 13.708 12.449 16.447  0.34
O 12.144 7.962 8.940  -0.89
H 12.112 8.782 9.496  0.36
H 11.557 8.124 8.199  0.41
O 14.364 6.467 12.603  -0.70
H 14.284 7.379 12.868  0.34
H 14.828 6.454 11.806  0.25
O 8.630 7.918 8.862  -0.64
H 8.864 7.483 9.700  0.33
H 8.737 7.201 8.205  0.25
O 13.921 14.624 13.155  -0.68
H 14.244 13.919 12.506  0.41
H 14.682 14.848 13.723  0.29
O 8.291 6.092 11.243  -0.60
H 9.038 5.798 11.780  0.34
H 7.834 5.311 10.961  0.26
O 14.747 9.803 12.200  -0.37
H 15.107 10.048 13.092  0.25
H 15.520 9.510 11.694  0.16
O 9.501 8.677 14.290  -0.53
H 9.062 8.552 15.128  0.20
H 9.381 7.790 13.862  0.21
O 9.934 5.168 13.412  -0.63
H 9.733 4.865 14.276  0.29
H 10.806 5.566 13.490  0.30
O 9.529 9.624 11.609  0.43
H 9.238 10.023 12.440  -0.05
H 9.951 8.751 11.862  -0.18
O 15.792 10.656 14.751  -0.70
H 16.311 9.888 14.632  0.28
H 15.224 10.460 15.549  0.35
O 16.295 7.080 10.116  -0.63
H 16.636 7.852 9.619  0.41
H 15.638 6.630 9.565  0.27
O 13.569 9.180 15.728  -0.74
H 13.271 9.670 16.488  0.30
H 13.115 9.590 14.951  0.52
O 12.179 10.297 10.647  0.60
H 11.296 10.065 11.005  -0.06
H 12.759 10.079 11.377  -0.21
O 11.494 11.012 5.105  -0.67
H 11.008 10.661 4.389  0.30
H 10.807 11.211 5.776  0.44
O 11.200 7.143 11.512  -0.21
H 11.532 7.128 10.595  0.21
H 12.010 7.172 12.059  0.11
O 15.876 12.494 8.612  -0.54
H 16.523 13.111 8.248  0.25
H 14.985 12.851 8.476  0.32
O 14.455 12.450 11.253  -0.59
H 14.985 12.867 10.535  0.36
H 14.803 11.554 11.350  0.22

No. 3
A cluster of 2 separate species, C2H11N3 in total in a non-equilibrium geometry. Source: the Open Molecules 2025 dataset; level of theory: ωB97M-V/def2-TZVPD.

The expectation value of S² is 0.75. The calculation puts the LUMO energy (alpha / beta) at 4.283 / 4.456 eV. For the relative energy (zero: lowest compared OMol25 entry of this formula, charge and spin), the calculation gives 57.3 kJ/mol. Its HOMO energy (alpha / beta) is 0.05511 / -0.18421 hartree. Its net charge is -1. As for the spin multiplicity: 2.

Each line ends with the Mulliken charge.
Atoms and positions in Å:
C -2.452 -0.051 0.811  -1.78
N -2.109 -0.421 -0.585  -0.48
H -2.868 0.951 0.834  0.44
H -3.106 -0.728 1.361  0.53
H -1.488 0.071 1.325  0.39
H -2.834 -1.057 -0.884  0.35
H -1.224 -0.906 -0.627  0.28
N 1.379 1.285 -0.665  -0.85
C 1.669 0.306 0.378  -2.54
N 1.718 -1.098 -0.017  -0.42
H 0.420 1.146 -0.978  0.53
H 1.395 2.252 -0.348  0.51
H 0.796 0.489 1.022  0.17
H 2.598 0.489 0.905  1.18
H 1.444 -1.230 -0.982  0.15
H 2.612 -1.546 0.122  0.55

> What is the formula in the second record?

H70O35